Here is a cluster of 13 separate species, C54H143N9O20 in total from OMol25. Energies are from wB97M-V/def2-TZVPD.

Computed properties:
spin multiplicity = 1
HOMO = -8.162 eV
frontier orbital gap = 8.49 eV
E_LUMO = 0.0122 Eh
ΔE to the lowest compared entry with this formula, charge and spin = 0.0 kcal/mol
max |F| = 2.416 eV/Å
E = -112665.970 eV

Structure (XYZ):
```
226
Properties=species:S:1:pos:R:3:forces:R:3:mulliken_charge:R:1
C 8.03421 11.44016 -8.13782 -0.194 -0.260 1.050 -0.745
C -3.61645 8.67835 -16.14995 -0.762 -0.315 0.055 -0.728
H 8.45154 1.88664 -10.29761 -0.255 0.010 -0.080 -0.615
C 3.95427 -2.15231 -11.22272 0.705 1.070 -0.709 1.098
H 13.08168 2.14172 -15.50634 0.217 0.002 0.157 0.157
H 1.97695 2.42597 -7.53000 -0.200 0.357 0.103 0.403
H -0.09234 -0.80030 -15.45809 0.143 0.005 0.041 0.280
H -2.75439 6.60858 -12.80394 0.140 -0.147 0.058 0.273
H 6.01011 5.84137 -14.39143 0.243 0.053 -0.022 0.509
H 3.79963 -5.66404 -18.78262 -0.023 -0.130 -0.028 0.243
H 3.80269 3.88668 -7.13167 0.198 -0.143 0.365 -0.279
H 10.06424 7.63528 -9.28710 -0.013 -0.137 0.006 -0.378
H 6.60905 9.31052 -8.33514 -0.148 -0.281 0.218 0.225
H 13.47647 1.63510 -10.88576 -0.092 0.200 0.247 -0.239
H 7.14560 -5.77256 -5.39477 -0.182 0.083 0.010 0.279
O 8.32774 11.62911 -9.49676 -0.352 0.480 0.154 -0.202
H 4.68591 -1.40854 -7.17928 -0.368 -0.501 0.273 0.200
H 3.45304 -0.46998 -6.31070 -0.276 -0.241 -0.008 0.320
H 7.71074 0.22067 -12.67962 0.684 0.112 -0.197 0.584
C 6.03252 5.39179 -13.39646 -0.910 -0.570 0.359 -0.750
H 2.51812 -0.06990 -15.59998 -0.029 0.063 0.252 0.486
N 4.00695 -3.05282 -14.97463 0.242 0.564 -0.141 -0.248
C 6.83306 7.40138 -12.57478 0.076 -0.266 0.752 -1.133
H 13.16507 1.69843 -7.56218 0.064 0.036 -0.033 0.374
O 9.85636 3.88600 -10.27564 0.031 0.044 0.360 0.373
H 7.84616 6.98317 -12.52279 0.000 0.020 0.045 0.335
C -2.48573 7.11858 -14.83703 0.974 -1.259 -0.205 -0.492
C 3.78953 -0.79941 -7.29911 0.933 0.330 -0.068 -0.954
C 6.64611 8.44163 -11.46767 -0.671 0.571 -1.214 2.093
C 9.10633 4.89438 -10.88415 -0.583 0.575 -0.223 0.197
H 10.30037 5.16032 -8.17514 -0.083 0.195 0.005 -0.316
C 1.91513 -1.11621 -10.78939 -0.649 0.060 -1.015 -0.223
C 5.78798 -4.61324 -9.03099 -0.271 -0.782 0.016 -0.768
H 6.38816 0.40193 -9.33061 0.079 0.444 0.062 -0.824
H 4.36628 5.34777 -6.20713 0.201 -0.246 -0.051 0.328
C 5.35893 -3.58775 -15.21222 -0.626 -0.181 0.005 -0.565
H -1.74702 8.01366 -13.04832 0.026 -0.069 0.022 0.259
H 15.33650 2.87776 -16.12505 -0.115 0.311 0.005 0.188
O 1.72523 5.07065 -12.70047 -0.043 0.522 0.152 -0.509
H 8.59793 7.47934 -7.08803 0.133 0.186 -0.297 0.373
H 6.69366 12.84305 -9.87555 0.063 0.111 0.136 0.340
H 2.29106 7.67581 -7.80011 0.048 -0.037 0.047 0.302
C 5.59903 -4.00082 -16.65709 0.632 1.087 -0.143 -0.712
H 5.53405 -5.96742 -18.39135 -0.062 -0.079 -0.204 0.289
O 10.38081 -1.16529 -11.28031 -0.002 -0.023 0.248 -0.551
H 8.11659 13.09736 -10.88034 0.117 0.155 0.087 0.256
N 7.92669 9.11888 -11.22690 -0.325 -1.218 0.505 -0.495
C 7.51810 0.80087 -11.78352 -0.846 0.051 0.597 -0.831
H 15.13326 1.21144 -10.91819 0.253 0.211 0.120 0.397
C 3.51855 4.80968 -6.62793 -0.463 0.552 -0.403 -1.104
C -1.94301 6.99683 -13.42619 -0.671 0.783 0.064 -0.545
O 4.20358 0.34376 -8.04174 -0.335 -0.351 -0.337 0.334
H 6.91424 4.76324 -13.23966 0.279 0.275 -0.199 -0.016
H 1.17907 5.68396 -9.03110 0.161 0.001 0.022 -0.011
H 3.80851 2.42748 -10.95518 0.033 0.077 -0.192 0.246
C 16.20878 3.51834 -15.92720 0.041 -0.585 -0.438 -0.623
H 4.04023 -2.03730 -12.31994 -0.205 -0.355 0.101 -0.106
H 7.42249 1.21816 -8.15936 0.273 -0.359 0.226 0.090
H -0.15935 -1.87490 -16.85780 0.076 -0.043 0.069 0.260
C 5.53038 9.41154 -11.89795 0.160 0.148 0.605 -1.829
H 7.49679 4.06800 -8.66065 -0.185 -0.042 -0.064 -0.037
N 4.89792 -3.52875 -9.35985 0.398 1.237 -0.396 0.168
H -2.79174 6.09958 -15.14067 -0.538 0.284 0.029 0.285
H 11.72655 8.21939 -9.38389 -0.181 0.281 -0.305 0.430
H 11.85202 0.95844 -15.01118 0.157 0.023 -0.160 0.323
H 14.22835 4.48208 -14.92289 0.030 -0.289 0.264 0.266
H 5.87294 -3.06370 -11.14874 -0.054 0.019 -0.033 0.374
H -4.44429 9.38511 -16.09356 0.178 0.154 0.102 0.255
C 9.54763 2.19096 -11.99865 -0.013 -0.372 -0.243 -1.125
H 9.44354 0.37344 -7.78512 0.234 -0.041 0.191 0.182
H 7.12324 0.08950 -11.05057 -0.075 -0.115 -0.348 -0.784
H 0.70810 -0.34783 -16.98804 0.159 -0.009 0.148 0.334
H 15.51930 5.43936 -12.31888 0.003 -0.113 -0.029 0.489
H 10.17910 1.54139 -12.62087 -0.176 -0.037 0.013 0.712
H 12.21555 -1.92620 -10.89308 0.028 0.022 0.441 0.371
C 4.72939 -5.22848 -18.43630 0.053 0.600 0.757 -0.749
H 8.09470 13.71150 -9.19165 0.176 -0.080 0.046 0.365
C 7.57308 7.80276 -7.27933 -0.510 0.113 0.584 -1.613
H 14.00942 4.03094 -10.49273 -0.262 -0.128 -0.409 0.134
H 2.82198 4.61325 -5.80875 -0.014 -0.178 -0.061 0.473
H -1.50625 5.03227 -11.68686 -0.096 -0.112 -0.168 0.579
H 8.35307 -1.18897 -9.66369 -0.230 0.262 0.208 0.196
H -3.92336 7.93062 -16.89340 0.308 0.032 -0.083 0.295
N 2.47992 6.99902 -7.06554 -0.382 -0.189 -0.257 -0.716
H 12.24915 -0.47290 -11.84812 -0.054 0.098 0.199 0.084
H 4.69708 -4.97901 -7.22024 0.098 -0.008 0.058 0.356
H 8.41944 -0.90897 -5.71530 0.035 -0.169 -0.207 0.179
H 9.63594 5.40101 -11.70333 0.123 -0.187 0.054 0.616
C 1.68016 4.99501 -8.33148 -0.428 0.702 -0.722 -1.420
H 5.81654 4.23720 -8.12833 0.007 0.473 0.128 -0.506
C 6.85760 4.27551 -7.78802 0.408 -0.511 -0.949 0.305
H 12.58878 2.55621 -8.97576 0.114 0.206 -0.092 -0.119
C 2.50941 5.91482 -11.85280 0.309 -1.674 -0.323 0.339
H 4.68758 3.24470 -9.66440 -0.075 -0.194 0.012 -0.358
N 8.68005 1.38736 -11.14858 0.816 -0.271 -0.472 2.127
O 2.09255 3.86824 -9.07745 -0.196 -0.036 0.595 0.709
H 6.87815 -7.44235 -5.85980 -0.241 -0.097 0.117 0.262
H 8.13392 4.54163 -11.26052 0.110 -0.109 -0.016 0.055
H 5.91987 10.12324 -12.63088 -0.206 -0.211 -0.258 0.492
H 4.33383 -1.17860 -10.86298 -0.120 -0.255 0.506 -0.269
O 12.93109 1.61996 -13.43588 0.342 0.587 -0.600 -0.363
H 2.14197 1.87142 -9.16473 0.004 0.067 0.121 -0.035
H -1.66163 7.29515 -15.54806 -0.025 0.587 0.200 0.343
C 1.64987 2.63538 -8.55206 0.463 -1.064 -0.875 -0.957
H 10.10182 5.82589 -6.50003 -0.044 0.099 -0.118 0.457
H 2.28222 -1.07311 -14.11720 -0.203 0.046 -0.115 -0.203
H 11.16806 2.41902 -10.57084 -0.026 -0.214 -0.127 -0.789
H 5.54237 -5.54776 -9.57157 -0.081 0.090 0.108 0.424
H 13.80382 5.18556 -12.66288 0.073 0.186 -0.096 0.270
H 6.38251 -1.56864 -8.16811 0.008 0.068 -0.054 -0.312
O 1.63396 -1.88743 -15.91845 -0.129 0.000 -0.101 -0.320
C 7.79029 12.90334 -9.85970 -0.146 -0.660 -0.779 -0.861
H 4.07665 -1.59537 -16.48605 0.080 0.180 0.169 0.412
H 1.60529 6.92868 -6.54808 0.170 -0.117 0.101 0.294
H 11.59305 2.64314 -14.64444 0.194 0.117 -0.186 0.272
H 5.72671 -3.10424 -17.29244 0.046 -0.060 0.082 0.329
C 9.50711 -1.00618 -5.64618 -0.315 0.359 0.321 -0.645
C -0.59639 5.47143 -12.08294 1.493 1.860 -0.383 -0.947
C 14.44823 1.93269 -10.45781 -0.113 -0.674 -0.870 0.130
C 15.09910 4.81383 -14.33371 -0.573 0.264 -0.515 -0.646
H 6.22588 -4.08397 -6.99274 -0.080 -0.083 0.053 0.278
H 11.10188 3.60239 -11.89888 0.149 0.020 0.148 0.447
H 3.37691 -3.50693 -15.63244 -0.039 -0.421 0.423 0.365
C 0.57507 4.49926 -12.13059 -1.078 0.039 -0.458 0.092
O 6.41719 -6.12572 -7.29953 -0.185 0.111 -0.136 -0.351
H 4.91938 3.80917 -11.29320 -0.013 -0.149 -0.168 -0.664
C 14.76223 3.34232 -10.89796 0.387 0.622 0.558 -0.628
H 15.62967 2.92053 -12.70783 0.120 0.160 0.089 0.277
H 5.30627 1.93961 -7.53608 0.153 -0.014 -0.175 -0.867
H 10.23106 4.06871 -6.79627 -0.314 0.215 0.000 0.307
O 14.50522 1.72713 -9.08372 0.097 -0.185 0.139 -0.489
H 2.78095 5.31068 -10.97772 -0.079 0.398 0.244 -0.311
C 4.76274 2.90131 -10.69748 -0.436 0.576 0.242 -0.105
H 15.68393 3.72503 -10.42296 0.087 -0.370 -0.089 0.301
H 6.98214 3.41915 -7.12428 0.175 0.407 0.442 0.394
H 0.84571 -1.31631 -10.68469 0.164 -0.204 0.419 0.411
H -2.69861 9.18426 -16.45395 0.050 -0.017 -0.060 0.324
C 10.97865 7.59222 -9.88573 0.637 -0.226 -0.033 0.243
H 5.46526 -6.37847 -5.47244 -0.025 -0.149 0.037 0.301
O 12.00316 5.07618 -7.05125 -0.344 0.340 -0.309 -0.508
N 7.11167 -0.91256 -7.90061 -0.023 0.401 0.441 0.469
N 14.82655 3.42040 -12.34446 -0.464 0.219 -0.297 -0.116
C 3.92236 -1.64580 -15.38682 -0.107 -0.791 -1.519 -0.919
H 3.41879 6.00499 -12.44142 0.077 0.796 0.248 -0.161
H 8.65918 12.12626 -7.55140 -0.193 0.134 0.089 0.378
O 10.11151 -1.38381 -6.85891 -0.142 -0.032 0.193 -0.518
C 6.67400 0.43024 -8.27631 -1.183 -0.527 -0.534 0.970
C 10.55900 5.06253 -7.12632 0.922 -0.847 0.365 -0.265
H 7.17100 6.60834 -8.96300 -0.437 -0.224 -0.160 -0.512
H 13.51917 2.38458 -13.21784 -0.087 -0.444 0.355 0.412
H 9.72551 -1.76954 -4.90193 0.185 0.051 0.021 0.309
C 13.47813 2.37020 -8.36823 -0.137 -0.242 0.753 -0.245
C 6.37975 1.78718 -12.03775 0.338 -0.259 -0.246 0.549
O -3.48788 8.07894 -14.87700 -0.141 0.399 -0.247 -0.313
H 11.42110 6.58762 -9.85565 -0.376 -0.055 0.079 -0.103
H 6.06877 -2.80839 -14.93329 0.227 -0.183 0.086 0.273
H 3.62319 5.99656 -8.39659 -0.227 -0.451 -0.377 -0.353
C 4.85899 -3.28076 -10.80113 -0.560 -0.673 0.263 -1.367
H 6.76887 2.72595 -12.44996 -0.065 0.027 -0.141 -1.118
H 9.88347 -0.02708 -5.31162 0.131 -0.144 0.056 0.228
H 5.64038 1.37190 -12.73803 -0.016 0.012 0.019 0.613
H 6.80495 -4.36961 -9.35009 -0.008 0.190 0.110 0.253
C 8.31606 10.06248 -7.57559 1.461 0.134 -0.091 -0.720
C 2.84776 5.70188 -7.68048 0.527 0.673 1.026 1.783
H 2.27438 -0.46092 -9.99661 0.125 0.049 0.097 -0.164
H 4.51145 -4.19984 -11.30525 0.175 0.115 -0.196 0.465
H 10.37918 -0.79984 -8.74867 -0.062 0.143 0.138 -0.083
C 8.32785 -1.31060 -8.56601 1.010 -0.831 0.212 -0.430
C 2.53207 -1.08790 -15.18751 0.563 0.322 0.299 -0.118
H 9.78929 8.08161 -11.31414 0.033 0.430 -0.405 0.342
C 5.74968 -4.91038 -7.54368 0.092 0.255 -0.134 -0.381
H 3.95493 -3.59929 -9.00258 0.039 -0.418 0.056 0.246
H 9.39154 9.87767 -7.73582 -0.164 -0.227 -0.208 0.266
H 1.96019 -0.59424 -11.76339 0.345 0.081 0.262 0.089
H 6.23891 7.91496 -10.59717 0.547 -0.067 0.151 -0.775
H 0.90649 4.76759 -7.58559 0.223 -0.301 0.100 0.528
H 8.45079 -2.38613 -8.38993 -0.052 0.014 -0.150 0.515
H 4.66700 8.85028 -12.25920 0.112 0.082 -0.323 0.347
H 17.06655 2.86180 -16.07896 0.168 0.250 0.196 0.268
C 10.50131 3.02192 -11.18424 0.178 0.307 -0.233 0.020
H 0.71702 4.16322 -11.09838 0.398 -0.391 -0.158 -0.268
H 8.26157 10.10481 -6.47504 -0.428 0.267 -0.055 0.410
O 16.20612 3.98948 -14.60888 0.197 -0.010 0.189 -0.372
O 5.88267 6.35330 -12.37158 0.428 0.394 -0.755 0.132
H 13.84132 3.28629 -7.89877 -0.201 0.165 -0.224 0.285
C 11.75272 -0.94583 -10.98540 0.211 0.063 -1.217 -0.453
H 7.89711 10.11977 -11.34532 -0.125 0.045 0.201 0.094
H 8.99550 2.84276 -12.69685 -0.039 -0.021 0.117 0.027
H 0.02253 6.73872 -13.51734 0.195 -0.314 -0.273 0.246
H 6.72859 7.87113 -13.56424 -0.143 -0.131 0.034 0.333
H 15.26738 5.84107 -14.68858 0.196 -0.017 0.201 0.432
O 10.74906 7.97642 -11.23795 -0.106 -0.136 0.565 -0.646
C 6.84582 6.64492 -7.91864 0.495 -0.521 0.789 1.176
N -0.78521 6.14261 -13.39362 -0.187 -0.929 0.590 -0.226
H 3.04193 -1.35977 -7.85055 -0.194 0.126 -0.014 0.217
H 5.02190 -4.40049 -19.09420 -0.003 -0.162 -0.112 0.323
H 5.76388 6.72668 -7.76505 -0.068 0.178 -0.603 0.064
C 6.45660 -6.44167 -5.92999 0.582 0.085 -0.038 -0.714
N 7.54282 8.97739 -8.12153 0.186 0.229 -0.527 0.241
H 16.25237 4.32983 -16.66084 -0.065 0.018 0.021 0.311
H 5.17234 4.71741 -13.32533 0.044 0.086 -0.076 0.219
C 5.41817 0.85083 -7.52535 0.021 0.669 0.511 -0.358
H 12.28627 5.23658 -6.14846 -0.161 -0.030 0.076 0.264
O 5.82733 2.00777 -10.77848 0.085 0.100 0.593 1.232
C 14.80565 4.78988 -12.85093 0.204 -0.123 0.284 -0.619
H 0.29914 3.70512 -12.82902 0.133 -0.301 0.340 0.438
H 7.14714 8.01065 -6.28338 -0.001 -0.075 -0.035 0.339
C 0.48242 -1.18292 -16.31091 -0.439 -0.136 -0.184 -0.798
H 5.48994 0.56374 -6.46752 0.210 0.054 -0.023 0.527
H 11.93160 -0.30820 -10.11792 -0.061 -0.209 0.221 0.122
O 7.27200 5.48665 -7.20544 -0.270 -0.094 0.252 -0.443
H 0.57692 2.46215 -8.69561 -0.068 0.365 0.318 0.287
H 6.54339 -4.55932 -16.74043 -0.142 -0.176 0.056 0.467
C 12.37547 1.87220 -14.71823 -0.946 -0.378 0.551 -0.683
H 4.73517 -1.06046 -14.97998 -0.061 0.300 0.659 0.536
H 6.97766 11.67414 -7.92601 0.021 0.153 -0.156 0.408
H 8.88555 5.65809 -10.13500 0.083 -0.088 0.080 -1.035
H 5.15808 10.01325 -11.06013 0.199 -0.070 0.060 0.361
H 2.04847 6.86124 -11.56135 -0.023 0.043 -0.185 0.349
H 8.11729 8.90551 -10.24927 0.322 0.700 0.073 0.119
H -0.23806 6.27907 -11.40538 -0.611 -0.358 0.418 0.267
H 9.89648 -0.34211 -11.12766 -0.134 0.236 0.014 0.119
H 5.51117 -4.46480 -14.57955 -0.008 0.086 0.110 0.376
O 4.49950 -4.71081 -17.12248 -0.328 -0.856 -0.548 -0.314
C 9.61215 -0.69699 -7.97775 -0.373 -0.030 -0.901 0.055
O 2.60697 -2.33818 -10.85244 0.121 -0.202 0.508 -0.534
```
Forces are in eV/Å.